[1]
Entry from OMol25: C10H21InN3P as an isolated structure in a non-equilibrium geometry (the ωB97M-V functional and the def2-TZVPD basis).

The geometry in XYZ format:
```
36
Properties=species:S:1:pos:R:3:mulliken_charge:R:1
C 1.18 -2.99 -2.89 -0.56
C 0.56 -3.44 -1.67 -0.60
C -0.75 -2.86 -1.61 -0.58
C -0.93 -2.05 -2.77 -0.50
C 0.26 -2.12 -3.56 -0.54
In 1.21 -0.80 -1.22 0.20
P 3.50 0.19 -1.98 -0.12
H 2.11 -3.37 -3.30 0.45
H 0.95 -4.20 -1.01 0.41
H -1.52 -3.13 -0.90 0.48
H 0.38 -1.72 -4.56 0.40
H -1.86 -1.58 -3.07 0.36
H 3.53 0.72 -3.31 0.08
H 4.58 -0.75 -1.93 0.09
H 4.01 1.28 -1.19 0.07
C -2.91 -0.09 1.14 -1.04
N -1.91 0.84 1.66 0.08
C -2.42 1.72 2.69 -1.15
C -0.64 0.85 1.15 0.97
N -0.40 0.00 0.14 -0.54
N 0.35 1.65 1.59 0.05
C 0.38 2.62 2.68 -1.02
C 1.63 1.57 0.91 -0.98
H -3.83 0.05 1.70 0.30
H -2.58 -1.13 1.27 0.36
H -3.11 0.10 0.08 0.36
H -1.98 1.49 3.67 0.34
H -2.28 2.77 2.44 0.43
H -3.49 1.53 2.77 0.30
H -1.25 -0.51 -0.08 -0.02
H 1.23 2.39 3.33 0.36
H 0.54 3.63 2.27 0.33
H -0.52 2.63 3.29 0.33
H 2.09 0.57 1.03 0.27
H 1.55 1.84 -0.16 0.28
H 2.31 2.30 1.38 0.34
```

Kohn-Sham gap: 0.1967 Eh
Lowest unoccupied orbital energy: 0.0094 Ha
Spin multiplicity: 1
Highest occupied orbital energy: -0.18727 Ha
ΔE to the lowest compared entry with this formula, charge and spin: 0.0 kcal/mol

[2]
Entry from OMol25: C10H21MoN2O6P as an isolated structure (the ωB97M-V functional and the def2-TZVPD basis).

The geometry in XYZ format:
```
41
Properties=species:S:1:pos:R:3:mulliken_charge:R:1
Mo -1.15 -0.42 1.16 1.89
N -1.68 -2.31 2.12 -0.52
C -2.90 -2.20 2.98 -0.28
C -3.20 -0.75 3.33 0.27
O -3.96 -0.44 4.20 -0.55
N -2.55 0.20 2.51 -0.17
C -2.96 1.53 2.93 -0.42
C -1.86 2.47 2.82 0.42
O -1.03 3.20 2.74 0.02
O 0.30 -0.13 1.84 -0.64
H -0.88 -2.55 2.69 0.34
H -1.77 -3.09 1.47 0.31
H -3.76 -2.60 2.45 0.30
H -2.78 -2.77 3.90 0.38
H -3.81 1.96 2.40 0.38
H -3.24 1.54 4.01 0.40
C -1.27 -2.37 -5.02 -1.15
C -2.08 -3.02 -3.94 -0.05
O -2.00 -2.26 -2.60 -0.22
P -1.88 -0.78 -2.32 0.59
O -1.97 0.28 -3.29 -0.47
C -1.44 7.24 -10.68 -0.28
C -1.77 7.50 -12.00 -0.28
O -1.69 -0.57 -0.85 -0.46
C 8.94 -3.32 10.75 -0.28
C 10.26 -3.47 11.08 -0.27
H -1.33 -3.03 -5.88 0.37
H -0.22 -2.30 -4.74 0.36
H -1.66 -1.40 -5.31 0.37
H -1.71 -3.99 -3.64 0.26
H -3.15 -3.06 -4.14 0.29
H -0.53 6.70 -10.44 0.31
H -2.11 7.53 -9.88 0.31
H -1.11 7.19 -12.80 0.31
H -1.05 8.37 -11.25 0.32
H -2.69 8.01 -12.25 0.31
H 8.29 -4.19 10.65 0.31
H 8.52 -2.33 10.56 0.31
H 10.68 -4.45 11.26 0.31
H 9.31 -3.31 12.00 0.32
H 10.91 -2.60 11.18 0.31
```

Charge: +4
Kohn-Sham gap (alpha / beta): 0.3017 / 0.3018 Eh
Lowest unoccupied orbital energy (alpha / beta): -0.3601 / -0.3600 Ha
Spin multiplicity: 1
Highest occupied orbital energy (alpha / beta): -0.66177 / -0.66175 Ha

[3]
Entry from OMol25: C10H21N2O8P2PtS as an isolated structure (the ωB97M-V functional and the def2-TZVPD basis).

The geometry in XYZ format:
```
45
Properties=species:S:1:pos:R:3:mulliken_charge:R:1
Pt 0.67 0.09 -1.09 0.83
C -1.39 1.92 2.91 -1.79
C -2.15 1.44 1.69 1.18
O -3.53 1.15 1.99 -0.70
P -2.16 2.69 0.37 1.04
O -2.98 2.06 -0.82 -0.59
O -3.14 3.81 0.91 -0.50
O -0.81 3.21 0.02 -0.84
P -1.43 -0.17 1.07 0.54
O -2.60 -1.20 1.40 -0.53
O -0.17 -0.52 1.74 -0.66
O -1.34 -0.06 -0.49 -0.97
H -1.84 2.84 3.30 0.46
H -0.35 2.13 2.66 0.39
H -1.41 1.16 3.69 0.41
H -3.94 1.93 2.38 0.40
H -2.62 1.17 -1.03 0.40
H -2.75 4.69 0.90 0.39
H -3.44 -0.76 1.60 0.38
C -0.87 3.30 -3.58 -1.12
C -0.50 1.89 -3.20 -0.11
O 0.26 1.90 -1.96 -0.44
H -1.41 3.28 -4.53 0.39
H 0.02 3.91 -3.70 0.30
H -1.52 3.75 -2.83 0.25
H 0.15 1.43 -3.93 0.39
H -1.38 1.25 -3.07 0.22
H -0.20 2.46 -1.27 0.42
C 4.73 -4.06 0.90 -1.47
C 3.56 -3.27 0.46 0.83
C 2.25 -3.63 0.63 -1.03
C 1.21 -2.78 0.19 1.51
N 1.53 -1.63 -0.38 -0.15
C 2.82 -1.29 -0.60 0.05
S 2.93 0.17 -1.45 -0.40
N 3.81 -2.09 -0.17 0.04
C -0.21 -3.18 0.33 -1.57
H 4.42 -5.01 1.33 0.36
H 5.29 -3.51 1.67 0.37
H 5.41 -4.26 0.07 0.41
H 2.01 -4.57 1.10 0.44
H 4.76 -1.79 -0.33 0.29
H -0.30 -4.26 0.30 0.58
H -0.81 -2.72 -0.45 0.28
H -0.57 -2.82 1.29 0.30
```

Charge: +1
Kohn-Sham gap: 0.2999 Eh
Lowest unoccupied orbital energy: -0.1428 Ha
Spin multiplicity: 1
Highest occupied orbital energy: -0.44266 Ha
ΔE to the lowest compared entry with this formula, charge and spin: 0.0 kcal/mol

[4]
Entry from OMol25: a 2-piece molecular cluster, C10H21N3O5S overall in a non-equilibrium geometry (the ωB97M-V functional and the def2-TZVPD basis).

The geometry in XYZ format:
```
40
Properties=species:S:1:pos:R:3:mulliken_charge:R:1
C 5.36 -0.21 0.48 0.21
C 5.97 -0.22 -0.93 0.23
C 3.97 -0.94 0.34 -0.69
C 2.92 -0.09 -0.39 -0.71
C 0.85 -0.15 1.44 -0.69
C -3.56 -0.86 -0.49 -0.25
C -2.95 -2.23 -0.16 0.56
C -3.70 -0.08 0.86 -0.41
C -4.57 1.18 0.60 -0.65
C -3.95 1.98 -0.57 0.45
H 5.01 1.07 2.02 0.28
H 4.99 1.80 0.59 0.26
H 6.04 -0.86 1.01 0.38
H 4.09 -1.88 -0.14 0.42
H 3.64 -1.16 1.34 0.35
H 3.11 -0.10 -1.45 0.31
H 2.99 0.94 -0.09 0.26
H -0.19 -0.36 1.57 0.12
H 0.98 0.88 1.69 0.34
H 1.41 -0.80 2.18 0.26
H 6.09 0.77 -2.51 0.35
H -5.04 -1.96 -1.13 0.24
H -5.01 -0.59 -1.93 0.20
H -2.97 -0.38 -1.14 0.55
H -2.59 0.12 1.18 -0.09
H -4.14 -0.73 1.57 0.49
H -4.66 1.84 1.64 0.39
H -5.58 0.93 0.27 0.32
H -2.98 3.57 -0.95 0.29
H -3.40 3.36 0.41 0.21
H -3.11 -2.81 -1.94 0.35
N 5.46 1.10 1.13 -0.67
N -4.87 -1.09 -1.08 -0.48
N -2.99 2.95 -0.25 -0.48
O 6.48 -1.19 -1.42 -0.57
O 5.71 0.90 -1.62 -0.44
O -2.66 -2.59 0.95 -0.55
O -4.24 1.78 -1.74 -0.60
O -3.14 -3.25 -1.07 -0.53
S 1.22 -0.63 -0.25 -0.01
```

Kohn-Sham gap: 0.3371 Eh
Lowest unoccupied orbital energy: 0.0194 Ha
Spin multiplicity: 1
Highest occupied orbital energy: -0.31764 Ha
ΔE to the lowest compared entry with this formula, charge and spin: 74.6 kcal/mol

[5]
Entry from OMol25: C10H21NO5P2S in the gas phase in a non-equilibrium geometry (the ωB97M-V functional and the def2-TZVPD basis).

The geometry in XYZ format:
```
40
Properties=species:S:1:pos:R:3:mulliken_charge:R:1
C -3.77 1.57 0.23 -1.10
C -3.21 0.62 1.32 -0.56
P -1.36 0.47 1.33 -0.07
C -0.93 -0.28 2.98 -0.54
C 0.51 0.08 3.47 -1.14
C -0.70 -0.56 -0.12 0.95
P -0.28 -2.36 0.15 1.03
N -1.57 -3.22 0.14 -0.89
O 0.50 -2.63 1.56 -0.47
O 0.68 -2.91 -1.07 -0.49
O -1.78 -0.50 -1.09 -0.34
C -1.51 0.41 -2.10 0.41
O -2.23 1.09 -2.65 -0.43
O -0.14 0.32 -2.27 -0.40
C 0.32 0.35 -0.89 -1.13
C 1.81 -0.05 -0.98 -0.59
C 2.68 1.14 -1.52 -0.70
C 3.69 0.70 -2.62 -0.65
S 3.82 2.04 -3.89 -0.26
H -3.11 2.44 0.05 0.32
H -4.78 1.95 0.50 0.38
H -3.93 0.97 -0.68 0.21
H -3.73 -0.36 1.33 0.42
H -3.47 1.08 2.30 0.40
H -1.64 0.16 3.70 0.37
H -1.13 -1.37 3.02 0.46
H 0.96 -0.73 4.08 0.27
H 1.15 0.21 2.58 0.29
H 0.47 0.99 4.09 0.36
H -2.41 -2.67 0.02 0.30
H 1.16 -1.94 1.76 0.34
H 1.14 -3.69 -0.71 0.34
H 0.33 1.43 -0.65 0.54
H 2.20 -0.44 -0.01 0.23
H 1.96 -0.87 -1.71 0.47
H 3.25 1.61 -0.70 0.35
H 1.97 1.83 -2.01 0.51
H 3.40 -0.22 -3.14 0.32
H 4.72 0.57 -2.24 0.37
H 4.95 2.75 -3.58 0.13
```

Kohn-Sham gap: 0.3227 Eh
Lowest unoccupied orbital energy: 0.0078 Ha
Spin multiplicity: 1
Highest occupied orbital energy: -0.31492 Ha